1.
{
  "formula": "C7H18NO2",
  "method": "ωB97M-V/def2-TZVPD",
  "total_charge": 1,
  "max_force_ev_per_a": 5.6,
  "homo_lumo_gap_ev": 10.23,
  "symbols": ["C", "C", "C", "C", "C", "C", "C", "N", "O", "O", "H", "H", "H", "H", "H", "H", "H", "H", "H", "H", "H", "H", "H", "H", "H", "H", "H", "H"],
  "positions_angstrom": [[-1.74412, 1.83542, 0.43141], [-2.61795, -0.11267, -1.16599], [-1.66741, -0.54316, 1.20447], [2.94771, -1.71428, -0.23402], [2.11854, 1.85692, 0.02674], [1.05654, -0.27331, 0.50429], [-1.56726, 0.32884, -0.04745], [1.69928, -0.99005, -0.60037], [1.61667, 0.82924, 0.88610], [-0.31756, 0.10973, -0.64328], [-2.09521, 2.43990, -0.36864], [-2.45648, 2.11374, 1.24982], [-0.87765, 2.27583, 0.95338], [-3.53451, 0.41835, -0.99267], [-2.90278, -1.23438, -1.19557], [-2.18034, 0.30734, -2.04380], [-2.75335, -0.43531, 1.58092], [-1.56603, -1.54811, 0.75777], [-0.86164, -0.10692, 1.82175], [2.94584, -2.61936, -0.84849], [3.84577, -1.14101, -0.47084], [2.81884, -1.97648, 0.82491], [1.32154, 2.59919, -0.38203], [2.78391, 1.43891, -0.70997], [2.50713, 2.59076, 0.70511], [0.58939, -0.93378, 1.19193], [0.94218, -1.63521, -0.77240], [1.76457, -0.30768, -1.33395]],
  "forces_ev_per_a": [[-0.22, -0.20, 0.93], [0.46, -0.44, 1.81], [-2.00, 0.63, -1.21], [-0.15, -0.65, -0.23], [-2.05, 1.94, -0.30], [-2.93, 2.50, -4.00], [-1.87, 0.45, 1.01], [0.26, -0.35, 1.25], [-0.08, -0.11, 1.54], [3.15, -0.81, 1.77], [0.26, 0.75, -0.92], [-0.22, -1.36, -0.65], [0.45, -0.40, -0.94], [-0.57, 0.27, 0.15], [1.04, 1.80, -0.06], [0.00, -0.32, -1.12], [2.04, -0.21, 0.00], [0.42, -0.07, 1.12], [-1.00, -0.92, 0.66], [0.23, 0.10, 0.26], [-0.28, 0.09, 0.38], [0.58, 0.05, -0.35], [0.60, -2.26, -0.05], [0.38, 0.35, -0.23], [1.40, -0.28, 0.41], [0.34, -0.23, 0.94], [-0.22, -0.37, -1.13], [-0.03, 0.04, -1.03]]
}

=====

2.
{
  "formula": "C7H18NOSi2",
  "method": "ωB97M-V/def2-TZVPD",
  "smiles": "C[Si]1(C)C[C@@H]2[NH2+][Si](C)(C)[C@@H]2O1",
  "total_charge": 1,
  "max_force_ev_per_a": 5.2,
  "homo_lumo_gap_ev": 10.30,
  "symbols": ["C", "Si", "C", "C", "C", "N", "Si", "C", "C", "C", "O", "H", "H", "H", "H", "H", "H", "H", "H", "H", "H", "H", "H", "H", "H", "H", "H", "H", "H"],
  "positions_angstrom": [[0.01122, 1.59396, -3.29907], [0.40399, 0.98636, -1.52031], [2.25922, 0.57941, -1.63508], [-0.20533, 2.22338, -0.20178], [-0.83551, 1.08168, 0.71918], [0.11217, 0.32873, 1.59043], [-0.73663, -1.55331, 1.43711], [0.77180, -2.64515, 0.65700], [-1.88185, -1.68532, 3.02774], [-1.43314, -0.44629, 0.06909], [-0.47737, -0.40940, -1.03620], [1.04765, 1.37270, -3.73056], [-0.71448, 0.95276, -3.79279], [-0.10122, 2.65542, -3.51133], [2.78829, 0.10536, -0.66661], [2.33701, -0.13871, -2.43150], [2.95223, 1.44597, -1.94679], [-1.05380, 2.83644, -0.41621], [0.56699, 2.59662, 0.48014], [-1.60086, 1.37891, 1.43963], [0.95666, 0.07237, 0.96447], [0.47290, 0.66689, 2.46262], [1.67823, -2.48340, 1.30109], [0.70144, -3.74426, 0.53972], [0.85184, -2.36477, -0.44499], [-1.43666, -2.03042, 3.98807], [-2.27100, -0.69430, 3.24867], [-2.68497, -2.39862, 2.95746], [-2.47881, -0.28301, -0.24921]],
  "forces_ev_per_a": [[2.22, -1.09, 0.42], [-0.43, 0.78, -1.47], [1.55, 0.40, 2.44], [-0.17, -3.97, 1.88], [-2.32, -2.12, 1.87], [2.70, -2.76, -1.65], [0.70, 0.70, 0.11], [-0.68, 0.23, 0.01], [1.53, -0.37, 0.09], [1.48, 4.72, -1.64], [-0.02, -0.61, -0.50], [-1.43, 0.10, -0.02], [-0.09, 0.22, -0.18], [-0.50, -0.04, 0.39], [-1.24, 0.94, -2.07], [0.12, -0.57, -0.33], [-1.37, -1.04, 0.53], [0.04, 0.88, -0.44], [-0.19, 0.70, -0.53], [-0.07, 0.67, -0.30], [-1.17, 0.72, 1.41], [0.10, 0.79, 0.38], [-0.64, 0.14, -0.92], [-0.60, 0.45, 0.76], [0.19, 0.45, 1.65], [0.50, 0.32, -0.81], [-0.18, 0.14, -0.30], [-0.55, -0.12, -0.72], [0.54, -0.67, -0.07]]
}